DFT (ωB97M-V/def2-TZVPD) results for a structure of composition C39H31FNO2Ta.

Results
F_max (eV Å⁻¹): 2.2
Highest occupied orbital energy (Eh): -0.5171
Energy above the lowest of the compared OMol25 structures with the same formula, charge and spin (kcal per mole): 12.2
Energy (eV): -50787.2436

Geometry as ORCA input:
```
! RIJCOSX wB97M-V def2-TZVPD def2/J DEFGRID3
* xyz 2 1
Ta 0.7497 -0.5163 0.1763
O 0.9757 0.4517 1.7058
C 1.1351 1.7449 2.3231
C -0.0010 2.5231 1.6564
C 0.1770 2.5980 0.1698
C 0.4751 3.8194 -0.3944
C 0.5210 3.9607 -1.7667
C 0.1916 2.8745 -2.5492
C -0.0806 1.6560 -1.9636
C -0.4545 0.5018 -2.8391
C 0.7349 -0.4553 -2.9922
O 0.9604 -0.8186 -1.6050
C 0.4037 -1.7380 -3.7378
C -0.8879 -2.0464 -4.1505
C -1.1486 -3.2559 -4.7864
C -0.1263 -4.1667 -4.9939
C 1.1660 -3.8656 -4.5776
C 1.4300 -2.6554 -3.9598
C 1.9536 0.2496 -3.5601
C 1.9680 0.5108 -4.9287
C 3.0212 1.2093 -5.4951
C 4.0765 1.6473 -4.7032
C 4.0677 1.3885 -3.3428
C 3.0051 0.6955 -2.7734
N -0.0256 1.4744 -0.6023
C 0.9845 1.5860 3.8235
C -0.1037 2.0948 4.5211
C -0.1931 1.9178 5.8981
C 0.7947 1.2249 6.5760
C 1.8813 0.7056 5.8800
C 1.9775 0.8914 4.5129
C 2.4939 2.3131 1.9373
C 2.8545 3.5539 2.4573
C 4.0496 4.1483 2.0889
C 4.9101 3.5082 1.2030
C 4.5711 2.2654 0.6971
C 3.3661 1.6769 1.0668
H -0.9413 2.0091 1.8679
H -0.0613 3.5275 2.0681
H 0.6516 4.6637 0.2574
H 0.7678 4.9134 -2.2173
H 0.1464 2.9553 -3.6265
H -1.2815 -0.0359 -2.3710
H -0.7727 0.8572 -3.8168
H -1.7056 -1.3513 -4.0087
H -2.1519 -3.4774 -5.1262
H -0.3306 -5.1064 -5.4897
H 1.9692 -4.5703 -4.7475
H 2.4439 -2.4135 -3.6611
H 1.1614 0.1513 -5.5583
H 3.0247 1.4027 -6.5596
H 4.9057 2.1792 -5.1500
H 4.8886 1.7226 -2.7218
H 3.0224 0.5113 -1.7053
H -0.8911 2.6424 4.0189
H -1.0374 2.3275 6.4366
H 0.7259 1.0942 7.6477
H 2.6581 0.1683 6.4075
H 2.8394 0.5064 3.9789
H 2.2051 4.0489 3.1711
H 4.3191 5.1100 2.5053
H 5.8486 3.9700 0.9269
H 5.2466 1.7441 0.0311
H 3.1653 0.6738 0.6919
F -4.4017 -3.5313 1.1616
C -3.2776 -2.8845 0.9528
C -2.5963 -3.1191 -0.2397
C -1.4289 -2.4354 -0.4659
C -0.9213 -1.5257 0.5121
C -1.6583 -1.3304 1.7210
C -2.8345 -2.0019 1.9364
H -2.9986 -3.8238 -0.9550
H -0.8981 -2.6036 -1.3952
H -1.2896 -0.6612 2.4884
H -3.4158 -1.8755 2.8396
*
```

***

DFT (ωB97M-V/def2-TZVPD) results for a structure of composition C3H6FIOS.

Results
F_max (eV Å⁻¹): 6.8
Highest occupied orbital energy (alpha / beta) (Eh): -0.2112 / -0.3380
Energy (eV): -26903.6114

Geometry as ORCA input:
```
! RIJCOSX wB97M-V def2-TZVPD def2/J DEFGRID3
* xyz 0 3
C 0.0853 2.1342 -0.2674
C -1.1328 -2.0906 0.0072
C 0.9157 -0.2190 0.2425
O -0.2013 0.7729 -0.3312
F 0.7575 -0.1511 1.5695
S 0.6188 -1.8476 -0.4178
I 2.9232 0.3377 -0.2430
H 1.0052 2.3852 -0.8106
H 0.1570 2.4991 0.7633
H -0.7541 2.6161 -0.7718
H -1.7400 -1.7702 -0.8325
H -1.3689 -1.5157 0.8950
H -1.2656 -3.1511 0.1970
*
```

***

DFT (ωB97M-V/def2-TZVPD) results for a cluster of 40 separate species, H80O40 in total.

Results
F_max (eV Å⁻¹): 2.8
Highest occupied orbital energy (alpha / beta) (Eh): -0.4693 / -0.4692
Energy above the lowest of the compared OMol25 structures with the same formula, charge and spin (kcal per mole): 163.3
Energy (eV): -83186.3518

Geometry as ORCA input:
```
! RIJCOSX wB97M-V def2-TZVPD def2/J DEFGRID3
* xyz 1 2
H -0.5026 -2.4071 -3.7599
H 0.6748 -3.1244 -3.3668
O -0.0008 -2.5671 -2.9371
H -0.5563 5.5408 -3.7502
H 0.2035 6.8227 -3.3166
O 0.2756 6.0251 -3.8535
H -0.3345 -5.8090 -0.3481
H -1.1641 -5.4240 -1.4104
O -0.7942 -6.2649 -1.0781
H -2.5309 1.9041 -2.4778
H -3.5524 2.9775 -3.1525
O -3.4511 2.1937 -2.6045
H 1.1193 -2.1455 -1.7264
H 1.7512 -1.5985 -0.4785
O 1.9123 -2.2561 -1.1695
H 5.8734 0.7064 -1.3649
O 5.5740 1.1394 -0.5588
H -2.0558 -0.5976 -1.9348
O -1.4696 -0.2343 -2.6960
H 2.1555 -5.2801 1.9271
H 2.9136 -4.2348 1.1695
O 2.3490 -4.3355 1.9461
H 2.4336 -2.5118 5.0635
H 2.6828 -1.6792 4.0472
O 2.6673 -1.5527 5.0158
H 0.4044 0.6474 -6.2110
H 0.8709 -0.7081 -5.4231
O 0.2193 -0.2751 -5.9949
H -3.1286 -3.8803 1.6784
H -3.3887 -5.1764 1.1472
O -3.1817 -4.2977 0.7855
H 3.7177 -0.5360 1.9099
O 3.2865 -1.3868 2.1228
H -4.9808 -0.1478 3.9218
H -3.8750 -0.6526 5.0140
O -4.7430 -0.2778 4.8395
H 1.4860 -0.1003 4.4054
H 0.8382 0.6567 3.0559
O 0.8680 0.5311 4.0032
H 4.7348 4.1871 -0.9303
H 5.5439 4.9640 -1.9778
O 5.1640 4.0975 -1.7974
H 1.4124 4.9108 -2.4993
H 1.3693 4.4459 -0.9113
O 1.2480 5.1362 -1.5701
H -1.2553 4.8050 3.8819
H -1.3157 3.2979 3.4080
O -1.3578 3.8923 4.1649
H 0.6181 -5.4647 -1.6741
H 2.1124 -5.5622 -2.0985
O 1.2477 -5.2514 -2.3964
H 3.3818 2.2399 -0.9869
O 3.3348 2.5359 -0.0689
H -2.2165 -0.6585 0.3405
H -3.3125 -0.2764 -0.4925
O -2.6156 -0.9526 -0.4929
H -0.2493 1.1229 5.5363
O -0.3785 1.4310 6.4474
H -0.8780 1.6062 -4.4401
H 0.5326 2.3438 -4.4382
O -0.3455 2.2777 -4.8783
H -3.3186 2.9140 -1.2630
H -2.7443 4.2831 -0.6952
O -3.1533 3.4565 -0.4209
H -1.1783 1.6641 0.8477
H 0.1521 1.7526 0.3577
O -0.5794 1.1255 0.2543
H -4.2870 -3.1334 -1.2714
H -5.1354 -1.9018 -1.2075
O -4.9330 -2.7041 -0.7011
H 4.9811 -3.6664 -0.2585
H 4.4195 -3.1919 -1.5302
O 4.9700 -3.9216 -1.2074
H -3.8084 0.8504 1.1566
H -2.9812 2.1241 0.4676
O -3.0051 1.3815 1.1095
H -2.8595 -0.8828 -6.0379
H -2.1088 -0.7458 -4.7617
O -2.2692 -1.3869 -5.4642
H 2.8850 1.8610 -5.5277
H 3.0613 3.2808 -5.7561
O 3.3806 2.6105 -5.1258
H -0.9010 6.9415 0.0260
H -0.0353 6.3635 -1.1626
O -0.4216 7.1721 -0.7819
H 4.3716 -2.7919 3.0146
H 5.0336 -1.8453 4.2638
O 5.1224 -2.3663 3.4397
H -5.8656 -0.4342 1.8080
O -5.3601 -1.0506 1.2824
H -1.3150 0.7646 4.0639
H -2.5016 1.0140 3.2962
O -1.8398 0.2941 3.3857
H 3.3943 1.7174 0.5011
H 5.5528 2.0652 -0.8398
H 0.3192 2.0223 6.7344
H -0.6648 -0.7121 -2.8526
H 2.7133 -1.6321 1.3707
H -5.5566 -1.9919 1.2698
O 0.5248 -3.6540 5.0442
H 0.8463 -4.4721 5.4343
H -0.4379 -3.7291 5.0003
O 1.5968 2.7919 -3.2394
H 2.3364 2.6213 -3.9017
H 1.8978 2.3727 -2.4243
O 3.8671 0.8149 -2.5041
H 3.7388 1.4319 -3.2460
H 3.5267 -0.0119 -2.8723
O -2.0326 -1.8972 4.8837
H -2.2402 -1.2823 5.6074
H -1.5367 -1.3231 4.2705
O -5.2048 2.7360 2.4077
H -4.3523 3.0345 2.0392
H -5.5979 2.9906 1.5511
O -1.0307 -3.7751 -0.3333
H -1.9758 -3.5906 -0.0799
H -0.6659 -3.0520 -0.8349
O 0.8127 -1.6838 0.9334
H 0.7293 -1.9552 1.8686
H 0.1906 -0.9230 0.9644
*
```

***

Question: The highest energy belongs to which entry?
Answer: C3H6FIOS